Entry from the OMol25 dataset: a molecular structure, C25H29AuN3O4S (ωB97M-V with the def2-TZVPD basis set).

Frontier orbital gap: 8.01 eV
Charge: -1
Energy relative to the best compared isomer or geometry (same formula, charge and spin): 0.127 eV
HOMO: -5.31 eV
Energy: -1969.2792 Ha

XYZ file:
```
63
C25H29AuN3O4S (ωB97M-V with the def2-TZVPD basis set)
Au 0.6897 -0.4198 0.6262
C -4.1538 -1.3953 -3.1268
C -3.7449 -0.1856 -2.2845
C -2.9470 0.8411 -3.0535
C -3.6165 1.7421 -3.8782
C -2.9326 2.7178 -4.5812
C -1.5543 2.8098 -4.4461
C -0.8501 1.9406 -3.6243
C 0.6318 2.1236 -3.4294
C 0.9289 2.9995 -2.2104
C -1.5528 0.9353 -2.9415
N -0.8493 0.0541 -2.0943
C -0.6882 -1.1447 -2.4896
C -0.1300 -2.2206 -1.7056
C -0.0742 -3.5562 -2.1012
C 0.4307 -4.2811 -1.0113
C 0.6616 -3.3492 -0.0060
N 0.3290 -2.1064 -0.4212
H -4.7893 -2.0743 -2.5545
H -3.2797 -1.9565 -3.4605
H -4.7041 -1.0806 -4.0162
H -3.1772 -0.5173 -1.4148
H -4.6481 0.3004 -1.9054
H -4.6971 1.6735 -3.9572
H -3.4677 3.4080 -5.2217
H -1.0058 3.5764 -4.9832
H 1.0600 2.5798 -4.3244
H 1.1206 1.1572 -3.3035
H 0.3945 3.9497 -2.2834
H 1.9970 3.2065 -2.1472
H 0.6134 2.5030 -1.2899
H -1.0128 -1.4478 -3.4942
H -0.3926 -3.9377 -3.0603
H 0.5993 -5.3450 -0.9487
H 1.0549 -3.5048 0.9868
C 4.3497 -4.4515 -0.6850
C 4.5113 -2.9832 -0.9672
C 5.6978 -2.3219 -0.6555
C 5.8446 -0.9675 -0.9001
C 4.7884 -0.2608 -1.4604
C 3.5969 -0.8989 -1.7754
C 3.4654 -2.2572 -1.5303
S 4.9786 1.4712 -1.7507
O 6.3682 1.7228 -2.0211
O 3.9566 1.8537 -2.6807
N 4.6725 2.2222 -0.3387
C 3.3692 2.0611 0.3271
C 3.5020 1.3315 1.6501
C 2.1841 1.2194 2.4255
O 2.2205 1.1404 3.6393
O 1.1005 1.2672 1.6970
H 5.3116 -4.9252 -0.4866
H 3.8712 -4.9602 -1.5223
H 3.7044 -4.6014 0.1826
H 6.5211 -2.8796 -0.2234
H 6.7753 -0.4599 -0.6813
H 2.7845 -0.3378 -2.2180
H 2.5348 -2.7567 -1.7746
H 5.4832 2.1987 0.2660
H 2.6935 1.5229 -0.3362
H 2.9281 3.0469 0.4769
H 4.2214 1.8327 2.3029
H 3.8755 0.3166 1.4762
```

Here are the Mulliken charges for atoms 1 to 5, given in e: 0.1817, -1.0282, -0.9024, 0.5516, -0.4083